DFT (ωB97M-V/def2-TZVPD) results for a structure of composition C36H39CsIN8O3S at a distorted geometry.

As for the total charge: +1. For the LUMO energy, the calculation gives -2.53 eV. The value obtained for the HOMO-LUMO gap is 7.1 eV. For the HOMO energy, the calculation gives -9.62 eV. The value obtained for the energy above the lowest of the compared OMol25 structures with the same formula, charge and spin is 125.89 kJ/mol.

Positions of all 89 atoms, in Å:
Cs  -0.2166  0.2030  0.1514
C  -7.4373  -0.0338  3.1874
C  -6.1315  -0.2292  2.4777
C  -5.9654  -1.1696  1.5122
C  -4.7423  -1.3683  0.7973
C  -4.8489  -2.3095  -0.2212
N  -4.0585  -2.8583  -1.1423
C  -2.6343  -2.8108  -1.3748
C  -2.0399  -4.2140  -1.2319
C  -2.0528  -4.6866  0.2180
N  -1.0481  -4.0010  0.9794
C  -0.5186  -4.4440  2.0935
C  0.3689  -3.7147  2.8762
C  0.9104  -4.3159  4.0347
C  1.7286  -3.6272  4.8841
C  2.3417  -4.2702  6.0875
C  1.9631  -2.2664  4.6149
C  1.4808  -1.6161  3.5024
C  1.7220  -0.1947  3.3890
N  1.3141  0.5470  2.4479
C  1.4990  1.9623  2.5879
C  0.2983  2.5992  3.3013
C  -0.9340  2.8344  2.4205
N  -1.6533  1.6507  2.0430
C  -2.8261  1.5105  2.4927
C  -3.8161  0.5014  2.1518
C  -5.0396  0.6171  2.7649
C  -3.5700  -0.5599  1.1711
O  -2.4541  -0.7521  0.6834
C  0.7032  -2.3417  2.5157
O  0.3322  -1.8439  1.4336
H  -8.0729  -0.9107  3.0839
H  -7.9651  0.8215  2.7641
H  -7.2731  0.1605  4.2449
H  -6.7999  -1.8088  1.2616
H  -5.8635  -2.6911  -0.3222
H  -4.5308  -3.4984  -1.7668
H  -2.1780  -2.1150  -0.6723
H  -2.4521  -2.4435  -2.3894
H  -1.0130  -4.2068  -1.5930
H  -2.6045  -4.9242  -1.8408
H  -1.8637  -5.7630  0.2643
H  -3.0420  -4.5053  0.6579
H  -0.7572  -3.0378  0.7476
H  -0.8078  -5.4372  2.4235
H  0.6617  -5.3480  4.2378
H  2.3068  -5.3542  6.0037
H  1.8111  -3.9728  6.9907
H  3.3782  -3.9599  6.1967
H  2.5452  -1.7026  5.3326
H  2.2798  0.2284  4.2460
H  1.6027  2.4179  1.5984
H  2.4047  2.1895  3.1749
H  0.6127  3.5760  3.6754
H  0.0212  1.9795  4.1581
H  -0.6047  3.3179  1.4956
H  -1.5879  3.5456  2.9583
H  -3.2288  2.2643  3.1956
H  -5.1950  1.3977  3.4976
N  1.3270  -3.5864  -3.8942
C  1.9128  -4.3219  -2.8964
C  2.5425  -5.5558  -2.8781
C  3.0012  -5.9969  -1.6538
C  2.8496  -5.2340  -0.4897
C  2.2226  -4.0085  -0.4991
C  1.7367  -3.5502  -1.7203
N  1.0601  -2.4046  -2.0247
C  0.8350  -2.4440  -3.3111
C  0.1237  -1.4201  -4.0399
C  -0.1243  -1.3841  -5.3909
S  -1.0057  0.0255  -5.8069
C  -0.9826  0.4656  -4.1285
N  -0.3815  -0.3557  -3.3574
H  1.3007  -3.8227  -4.8701
H  2.6682  -6.1432  -3.7749
H  3.4917  -6.9555  -1.5911
H  3.2406  -5.6230  0.4382
H  2.1076  -3.4091  0.3902
H  0.1593  -2.0860  -6.1507
H  -1.4488  1.3661  -3.7870
N  -2.3504  4.1337  -1.7556
C  -1.1974  3.4790  -1.5496
O  -1.1406  2.2870  -1.3235
C  0.0548  4.3161  -1.6910
I  0.0646  5.9576  -0.2990
H  -3.2142  3.6302  -1.6440
H  -2.3893  5.1324  -1.8754
H  0.1202  4.7460  -2.6865
H  0.9309  3.7072  -1.4952

DFT (ωB97M-V/def2-TZVPD) results for a structure of composition C36H39N11V.

As for the total charge: +3. For the LUMO energy (alpha / beta), the calculation gives -8.56 / -8.78 eV. The value obtained for the HOMO-LUMO gap (alpha / beta) is 7.1 / 6.9 eV. For the HOMO energy (alpha / beta), the calculation gives -15.70 / -15.69 eV. The value obtained for the energy above the lowest of the compared OMol25 structures with the same formula, charge and spin is 99.08 kJ/mol. Its expectation value of S² is 2.016. The spin multiplicity is 3.

Positions of all 87 atoms, in Å:
V  -0.2927  -0.7591  0.3390
C  -3.0391  -0.9117  -1.6060
C  -3.3818  -1.2199  -0.1852
C  -4.7049  -1.4731  0.1758
C  -5.0157  -1.7367  1.4913
C  -3.9895  -1.7732  2.4299
C  -2.6976  -1.5419  2.0130
N  -2.3980  -1.2502  0.7213
C  -1.5363  -1.6249  2.9256
C  -1.5892  -2.0901  4.2275
C  -0.4179  -2.1182  4.9724
C  0.7619  -1.6462  4.4209
C  0.7419  -1.1712  3.1181
N  -0.3827  -1.1927  2.3976
C  1.8697  -0.4936  2.4475
C  3.1217  -0.4009  3.0089
C  4.0667  0.4158  2.3965
C  3.6861  1.1459  1.2955
C  2.4041  0.9985  0.7592
C  2.0040  1.8998  -0.3644
N  1.5286  0.1370  1.2948
H  -3.4245  0.0723  -1.8756
H  -3.5019  -1.6419  -2.2697
H  -1.9602  -0.9224  -1.7675
H  -5.4713  -1.4525  -0.5867
H  -6.0382  -1.9213  1.7921
H  -4.2110  -1.9825  3.4656
H  -2.5133  -2.4425  4.6601
H  -0.4321  -2.4890  5.9882
H  1.6695  -1.6251  5.0053
H  3.3651  -0.9349  3.9154
H  5.0642  0.5050  2.8044
H  4.3677  1.8439  0.8290
H  1.9081  2.9142  0.0300
H  1.0588  1.6131  -0.8116
H  2.7693  1.9187  -1.1370
N  0.2148  0.3144  -4.9492
C  -0.4000  -0.2311  -3.9055
N  0.1663  -0.5258  -2.7680
C  1.5311  -0.3261  -2.6590
N  2.1819  -0.7567  -1.6250
N  1.3795  -1.5018  -0.7775
C  1.8388  -2.6705  -0.5426
C  0.9756  -3.5993  0.1593
C  1.3389  -4.9068  0.4102
C  0.3797  -5.7808  0.9062
C  -0.9041  -5.3071  1.0945
C  -1.1784  -3.9696  0.8335
N  -0.2619  -3.1070  0.3973
C  2.2519  0.3796  -3.7113
C  3.6095  0.7094  -3.6227
C  4.2346  1.3385  -4.6758
C  3.5232  1.6378  -5.8421
C  2.1894  1.3085  -5.9570
C  1.5624  0.6809  -4.8855
H  -0.3033  0.4743  -5.8023
H  -1.4593  -0.4276  -4.0321
H  2.7845  -2.9748  -0.9802
H  2.3456  -5.2392  0.1969
H  0.6273  -6.8138  1.1089
H  -1.6993  -5.9572  1.4300
H  -2.1849  -3.6008  0.9603
H  4.1620  0.4418  -2.7326
H  5.2841  1.5889  -4.6113
H  4.0258  2.1241  -6.6669
H  1.6382  1.5273  -6.8627
C  -1.4624  2.5142  -1.8585
N  -0.9662  3.1484  -0.6469
C  -0.3459  4.4636  -0.8011
C  -1.0330  2.5017  0.5282
N  -1.1044  1.1636  0.5895
N  -1.0617  3.2336  1.6633
C  -0.7355  2.6226  2.9437
C  -1.7799  4.5084  1.7588
H  -1.4187  3.2420  -2.6655
H  -2.5006  2.2097  -1.7298
H  -0.8685  1.6445  -2.1337
H  0.3569  4.4209  -1.6340
H  0.2007  4.7280  0.0989
H  -1.0822  5.2390  -1.0108
H  -1.5824  0.9602  1.4659
H  -1.6150  2.1790  3.4239
H  -0.3512  3.3957  3.6067
H  0.0339  1.8637  2.8121
H  -2.3205  4.7095  0.8396
H  -1.1019  5.3346  1.9707
H  -2.5048  4.4387  2.5701

DFT (ωB97M-V/def2-TZVPD) results for a structure of composition C36H40AlN6OS2.

As for the total charge: +1. For the LUMO energy, the calculation gives -2.33 eV. The value obtained for the HOMO-LUMO gap is 7.4 eV. For the HOMO energy, the calculation gives -9.77 eV.

Positions of all 86 atoms, in Å:
Al  -0.0734  -0.1453  -0.4077
C  -2.6675  2.2766  -1.3969
C  -1.7898  2.5278  -2.6217
C  -0.4338  1.8129  -2.6166
N  -0.4734  0.4164  -2.1979
C  -0.7763  -0.5376  -3.0632
C  -1.2127  -0.2420  -4.3734
C  -1.6255  -1.0390  -5.4211
C  -1.7196  -2.4187  -5.5170
C  -1.3239  -3.3031  -4.5381
C  -0.7740  -3.0812  -3.2807
C  -0.5012  -1.9102  -2.5522
N  0.0776  -1.9164  -1.3463
C  0.3789  -3.2116  -0.7319
C  0.4873  -3.2013  0.7909
C  1.2833  -2.0290  1.3390
N  0.4801  -0.8267  1.2872
C  -0.1919  -0.3466  2.3175
C  -0.2735  -1.0143  3.5546
C  -0.8502  -0.6573  4.7588
C  -1.5403  0.4896  5.1160
C  -1.8142  1.5539  4.2758
C  -1.5144  1.7558  2.9381
C  -0.8199  0.9711  1.9969
N  -0.6131  1.3628  0.7443
C  -0.8773  2.7556  0.3997
C  -2.2773  3.0423  -0.1366
H  -3.6972  2.5419  -1.6493
H  -2.6807  1.2038  -1.1817
H  -2.3515  2.2209  -3.5066
H  -1.5963  3.5983  -2.7411
H  0.0275  1.8912  -3.6069
H  0.2602  2.3190  -1.9479
H  -1.2763  0.8139  -4.5864
H  -1.9339  -0.4867  -6.3027
H  -2.1043  -2.8309  -6.4395
H  -1.4293  -4.3535  -4.7893
H  -0.4870  -3.9985  -2.7916
H  -0.3847  -3.9526  -0.9787
H  1.3174  -3.5955  -1.1537
H  -0.5108  -3.1748  1.2413
H  0.9372  -4.1499  1.0916
H  1.6642  -2.2235  2.3425
H  2.1610  -1.8558  0.7071
H  0.2069  -1.9833  3.5654
H  -0.7398  -1.3990  5.5427
H  -1.8927  0.5601  6.1364
H  -2.3769  2.3664  4.7250
H  -1.9091  2.6820  2.5473
H  -0.6865  3.3890  1.2706
H  -0.1280  3.0689  -0.3254
H  -3.0164  2.8272  0.6420
H  -2.3339  4.1184  -0.3308
C  -3.8969  -2.5842  -0.2251
S  -2.8806  -1.5509  0.8110
O  -2.0455  -0.7777  -0.1869
C  -4.0859  -0.4201  1.4304
C  -4.8077  0.4035  0.5718
C  -5.7020  1.3081  1.1151
C  -5.8668  1.3806  2.4955
C  -5.1330  0.5621  3.3394
C  -4.2246  -0.3442  2.8070
H  -4.2808  -1.9759  -1.0428
H  -4.7061  -2.9939  0.3766
H  -3.2637  -3.3810  -0.6081
H  -4.6542  0.3531  -0.4983
H  -6.2719  1.9594  0.4667
H  -6.5716  2.0866  2.9130
H  -5.2579  0.6328  4.4109
H  -3.6218  -0.9711  3.4521
N  2.4070  -0.6095  -2.7282
C  2.6303  0.4111  -1.8910
N  1.9995  0.5799  -0.7538
C  2.5841  1.6509  -0.0452
C  2.3121  2.0226  1.2683
C  2.9758  3.1091  1.8099
C  3.9135  3.8311  1.0723
C  4.2285  3.4452  -0.2177
C  3.5652  2.3496  -0.7501
S  3.8456  1.5878  -2.2906
H  1.6952  -1.2834  -2.4850
H  2.8356  -0.6340  -3.6353
H  1.6109  1.4608  1.8614
H  2.7690  3.3929  2.8330
H  4.4125  4.6809  1.5154
H  4.9800  3.9722  -0.7885

In eV, the DFT total energy values for the records above are, in order, -75508.3621, -80024.5417, -77236.4786.